No. 1
C40H32FNO16S | the ωB97M-V functional and the def2-TZVPD basis

XYZ file:
```
91
Properties=species:S:1:pos:R:3:forces:R:3
C -0.03464 0.37781 0.21575 0.669 0.068 0.583
C 0.90813 0.83664 1.31785 0.357 -1.894 -1.965
O 0.55703 1.52548 2.18659 -1.016 2.074 2.573
O 2.24970 0.44396 1.27415 -0.217 0.356 -1.317
C 3.01981 1.63642 1.00210 -0.013 0.166 1.485
N 4.26066 1.35632 0.29100 -2.103 0.754 -0.910
C 4.85425 0.05434 0.63709 0.765 -0.414 0.604
S 4.14419 1.56034 -1.36541 2.392 -1.339 -1.840
O 3.77160 0.38757 -2.07774 -1.715 -0.352 0.537
O 5.40270 2.03209 -1.81379 0.533 1.333 0.476
F 3.09825 2.69952 -1.71918 0.219 -0.655 1.294
H 0.34130 0.75679 -0.74791 -0.101 -0.373 0.189
H -0.07164 -0.72110 0.22301 -0.006 0.318 -0.277
H -1.01671 0.82855 0.42675 0.810 -0.497 -0.108
H 2.36742 2.35888 0.49447 0.548 -0.098 -0.204
H 3.29072 2.09081 1.96876 -0.012 -0.258 -0.274
H 5.91168 0.01963 0.33996 -0.374 0.197 -0.163
H 4.32672 -0.81255 0.22226 -0.037 0.385 0.014
H 4.84248 -0.01035 1.74188 -0.226 0.144 -0.915
O -2.64254 1.23935 -0.42912 -0.617 0.311 -0.159
C -3.23873 1.39872 -1.48177 -0.128 -0.129 -0.033
C -4.15406 0.36550 -1.99823 0.210 -0.066 -0.104
C -4.80818 0.52961 -3.14215 0.180 0.139 -0.185
C -4.64418 1.76211 -3.94834 -0.100 -0.033 0.034
O -5.24026 1.91805 -4.99242 0.057 0.037 0.026
C -3.72091 2.80288 -3.42851 0.047 0.078 0.039
C -3.06942 2.63287 -2.28177 0.056 0.093 0.001
H -4.26291 -0.52522 -1.39563 -0.022 0.029 0.025
H -5.48149 -0.21424 -3.53301 -0.036 0.068 -0.035
H -3.61186 3.69676 -4.02984 -0.024 -0.018 -0.022
H -2.39269 3.37885 -1.88309 0.007 -0.020 0.022
O -6.57300 1.90710 -1.36641 -0.130 0.228 0.157
C -7.03787 2.20610 -0.28545 -0.004 -0.025 -0.072
C -8.50022 2.18889 -0.04500 -0.096 -0.013 0.055
C -9.00837 2.51849 1.13977 -0.022 -0.036 -0.108
C -8.13356 2.91510 2.27026 -0.051 0.029 0.109
O -8.59675 3.21324 3.34982 0.019 -0.011 -0.040
C -6.66997 2.93178 2.02880 0.100 -0.018 -0.057
C -6.16232 2.60225 0.84391 0.045 0.033 0.064
H -9.12270 1.89619 -0.88109 0.044 -0.003 -0.026
H -10.07325 2.51291 1.33455 0.011 0.017 0.044
H -6.04684 3.22415 2.86453 -0.040 0.004 0.023
H -5.09643 2.60761 0.64939 -0.002 -0.020 -0.023
O 4.10692 0.44504 -6.59002 0.051 0.004 -0.024
C 5.28058 0.54971 -6.30099 -0.094 0.000 0.027
C 5.70775 0.96319 -4.94303 0.042 0.035 0.004
C 6.99568 1.07930 -4.63010 -0.038 0.004 0.039
C 8.05841 0.79873 -5.62399 0.083 0.018 0.076
O 9.23349 0.90232 -5.33886 -0.037 -0.016 -0.042
C 7.63185 0.38472 -6.98351 -0.059 -0.027 -0.092
C 6.34425 0.26866 -7.29692 0.095 -0.020 -0.060
H 4.92264 1.16367 -4.22831 -0.027 -0.043 -0.011
H 7.32379 1.38105 -3.64354 -0.014 0.013 -0.001
H 8.42170 0.18469 -7.69666 0.029 0.011 0.036
H 6.01335 -0.03267 -8.28291 -0.042 0.005 0.016
O -3.76569 -6.99391 -1.58663 -0.013 0.037 -0.016
C -4.16876 -5.87903 -1.83701 0.034 -0.098 0.033
C -4.52851 -4.92862 -0.75597 -0.026 0.078 0.057
C -4.97293 -3.70568 -1.03295 0.017 0.004 0.061
C -5.12570 -3.24091 -2.43212 -0.047 0.013 0.011
O -5.52931 -2.12212 -2.68262 -0.098 -0.528 0.088
C -4.76661 -4.18862 -3.51275 0.027 -0.068 -0.065
C -4.32215 -5.41199 -3.23707 -0.023 0.071 -0.085
H -4.40978 -5.28486 0.25950 0.015 -0.020 -0.013
H -5.24086 -2.99871 -0.25729 0.001 0.008 -0.006
H -4.88546 -3.83058 -4.52765 -0.012 0.038 0.019
H -4.05405 -6.11854 -4.01218 0.010 -0.028 0.034
O -3.76219 -2.68432 3.14559 0.012 0.006 0.016
C -3.13397 -1.96064 3.89177 -0.041 -0.042 -0.082
C -2.91259 -2.32549 5.31218 0.036 0.009 0.107
C -2.22599 -1.53122 6.13014 -0.060 -0.112 -0.015
C -1.65087 -0.24746 5.65621 0.059 0.057 0.049
O -1.02391 0.47366 6.40175 -0.041 -0.040 -0.010
C -1.87326 0.11606 4.23567 -0.041 0.062 -0.132
C -2.56043 -0.67939 3.41872 0.048 0.090 -0.021
H -3.33827 -3.26538 5.64031 -0.016 -0.003 -0.042
H -2.05479 -1.78044 7.16973 0.023 0.038 0.002
H -1.44873 1.05524 3.90268 0.061 -0.021 0.022
H -2.73187 -0.42966 2.37812 -0.013 -0.014 -0.011
O 9.92537 -0.70741 5.80839 -0.040 0.001 -0.019
C 8.83544 -0.65993 5.28217 0.111 -0.005 0.058
C 8.07524 0.61120 5.19686 -0.088 0.070 -0.032
C 6.87714 0.66098 4.62038 0.046 0.074 0.028
C 6.25327 -0.54951 4.03856 -0.083 -0.003 0.047
O 5.15842 -0.50218 3.50975 0.197 -0.106 0.471
C 7.01005 -1.81950 4.12239 0.053 -0.076 0.008
C 8.20830 -1.87127 4.69847 -0.078 -0.064 -0.057
H 8.54754 1.48517 5.62687 0.035 -0.030 0.011
H 6.30676 1.57854 4.54913 -0.031 -0.024 -0.015
H 6.53624 -2.69269 3.69188 -0.035 0.028 -0.007
H 8.77736 -2.78942 4.76902 0.033 0.026 0.021
```
Positions in Å, forces in eV/Å.

Properties
- HOMO level: -9.9270 eV
- LUMO energy: -1.92 eV

---

No. 2
C40H33AlBrF3N2O6P2STe | the ωB97M-V functional and the def2-TZVPD basis

XYZ file:
```
90
Properties=species:S:1:pos:R:3:forces:R:3
Al -1.01729 1.85329 0.82321 -0.156 -0.111 -0.355
Te 0.39484 -2.79580 1.83706 0.093 -0.295 -0.063
C 1.66462 -4.26843 0.93677 0.070 -0.054 -0.016
C 3.00293 -4.37658 1.30312 -0.021 -0.022 0.026
C 3.81692 -5.29137 0.64959 -0.016 0.028 0.006
N 3.39866 -6.09656 -0.32654 0.038 -0.034 -0.007
C 2.11653 -5.98952 -0.67475 -0.037 0.033 -0.007
C 1.22459 -5.10615 -0.08394 -0.007 0.021 0.000
C 0.68065 -1.35132 0.41097 -0.184 0.268 0.352
P -0.74729 -0.58571 -0.30708 0.252 0.212 -0.143
C -2.20425 -1.68826 -0.18460 -0.098 0.094 0.095
C -3.01444 -1.53885 0.93997 -0.017 0.005 -0.008
C -4.12718 -2.34425 1.12613 0.011 -0.006 0.000
C -4.45322 -3.30738 0.18207 -0.017 0.004 0.031
C -3.66332 -3.45382 -0.94857 0.030 0.000 -0.032
C -2.54861 -2.64668 -1.13449 -0.012 -0.004 0.056
C -0.43597 -0.65200 -2.13180 -0.092 0.013 -0.022
C -0.86919 0.34923 -2.99657 0.029 -0.065 -0.058
C -0.62048 0.25209 -4.36273 -0.029 0.038 0.041
C 0.04583 -0.84738 -4.87900 0.014 -0.030 -0.034
C 0.47711 -1.85349 -4.02261 0.011 -0.024 -0.005
C 0.24687 -1.74721 -2.66115 0.020 0.029 0.058
P 1.73733 0.07313 0.77479 0.013 -0.033 -0.167
C 3.09484 -0.54344 1.84649 0.044 -0.043 0.061
C 4.34495 -0.96474 1.39443 -0.049 0.023 0.127
C 5.31524 -1.40297 2.28837 -0.013 0.020 -0.054
C 5.04903 -1.42884 3.64909 0.024 -0.020 0.051
C 3.81057 -1.00577 4.11367 -0.029 0.018 -0.008
C 2.84522 -0.56007 3.22281 0.033 -0.032 -0.065
C 2.64707 0.36944 -0.80241 0.070 -0.004 0.013
C 3.05986 -0.64092 -1.66764 -0.034 -0.013 -0.012
C 3.69311 -0.33765 -2.86245 0.006 -0.015 -0.010
C 3.91500 0.98857 -3.21473 0.024 -0.008 -0.024
C 3.49738 2.00522 -2.36930 -0.015 0.028 0.026
C 2.86355 1.69574 -1.17143 0.008 -0.006 -0.018
H 3.41578 -3.74178 2.07899 -0.009 0.001 -0.011
H 4.86508 -5.37561 0.92361 -0.008 -0.008 -0.011
H 1.78217 -6.64613 -1.47371 0.011 0.003 0.009
H 0.19606 -5.06370 -0.42414 0.002 -0.001 0.007
H -2.77441 -0.79519 1.68705 -0.002 0.024 0.002
H -4.73609 -2.20982 2.01150 -0.001 -0.008 -0.007
H -5.32487 -3.93608 0.32272 0.002 0.003 -0.004
H -3.91760 -4.19392 -1.69878 0.001 -0.002 0.010
H -1.95235 -2.76590 -2.02703 0.035 0.002 -0.048
H -1.38933 1.20686 -2.59493 -0.029 0.040 0.014
H -0.95207 1.04598 -5.02222 0.000 -0.009 0.006
H 0.23830 -0.91852 -5.94377 0.000 0.001 0.008
H 1.01018 -2.71306 -4.41423 -0.003 0.009 0.000
H 0.61913 -2.50006 -1.97325 -0.004 -0.016 -0.011
H 4.56627 -0.95229 0.33859 0.030 0.001 -0.108
H 6.28037 -1.72693 1.91507 -0.002 -0.004 0.003
H 5.80452 -1.77328 4.34628 0.001 0.001 -0.002
H 3.58980 -1.01772 5.17440 0.003 -0.003 -0.004
H 1.88463 -0.22854 3.59827 0.046 0.001 0.001
H 2.84389 -1.67018 -1.40074 0.020 -0.013 0.008
H 3.99579 -1.13482 -3.53221 -0.003 0.004 0.004
H 4.39496 1.22669 -4.15720 -0.005 0.001 0.002
H 3.64328 3.04218 -2.64901 0.007 -0.008 -0.001
H 2.50341 2.48958 -0.52427 0.002 -0.013 -0.018
C -0.70022 4.99567 -0.17827 0.013 -0.012 0.035
O 0.33174 4.57787 0.69448 0.013 -0.047 -0.071
C 0.22891 3.31721 1.25370 0.126 -0.010 0.005
C 1.36579 3.17428 2.21779 0.017 0.030 0.087
H -1.67918 4.90529 0.30284 -0.001 -0.005 -0.014
H -0.71003 4.41087 -1.09839 -0.001 0.001 -0.001
H -0.50769 6.04452 -0.40681 -0.006 0.001 0.008
H 1.51402 4.11344 2.76382 -0.024 -0.001 0.018
H 2.31721 2.93724 1.71682 -0.019 0.048 -0.001
H 1.19433 2.37539 2.93945 -0.005 -0.007 -0.044
Br -5.43137 4.47808 -4.53510 -0.004 0.001 -0.009
C -5.29701 3.97188 -2.69141 0.040 -0.021 0.017
C -6.40987 4.17413 -1.88105 -0.033 0.016 0.013
N -6.37411 3.83665 -0.55800 0.011 -0.001 -0.024
C -5.27223 3.32354 -0.07852 0.019 -0.011 -0.003
C -4.08388 3.08409 -0.83660 -0.021 0.021 0.013
C -4.12661 3.43640 -2.22796 -0.048 0.011 -0.005
C -2.93438 2.55454 -0.23822 0.090 -0.116 0.089
O -2.83263 2.25767 1.04341 0.079 -0.150 -0.005
O -1.81856 2.32222 -0.88082 -0.038 0.183 0.073
H -7.32475 4.59971 -2.26930 0.005 -0.006 0.003
H -5.26344 3.06124 0.97484 -0.003 0.007 -0.008
H -3.26911 3.28630 -2.86729 0.011 -0.009 0.021
F -3.21225 2.15281 3.99183 0.010 0.003 -0.048
C -2.00638 1.99317 4.52469 -0.007 0.038 0.063
F -1.29230 3.10126 4.31655 -0.004 -0.054 -0.019
F -2.16184 1.85134 5.85476 0.028 -0.048 -0.052
S -1.15145 0.50251 3.84783 0.109 0.281 -0.068
O -2.13842 -0.53338 3.91828 -0.043 -0.069 -0.031
O 0.02232 0.37546 4.66313 -0.002 0.004 0.095
O -0.80497 0.90928 2.46579 -0.372 -0.097 0.177
```
Positions in Å, forces in eV/Å.

Properties
- HOMO level (spin up / spin down): -0.4537 / -1.3421 eV
- Net charge: -2
- LUMO energy (spin up / spin down): 3.92 / 3.92 eV

---

No. 3
C40H33BCl7F5N3O2PSi2W | the ωB97M-V functional and the def2-TZVPD basis

XYZ file:
```
95
Properties=species:S:1:pos:R:3:forces:R:3
W 0.89218 -0.20719 0.82838 -0.325 0.354 0.520
O -1.25825 2.27406 -0.51938 -0.022 0.017 0.017
C -1.16404 1.18235 -1.03526 0.092 0.047 -0.172
O -0.28117 0.27431 -0.70167 -0.107 -0.173 0.025
C -2.06498 0.78172 -2.18366 -0.067 -0.062 0.065
C -2.51522 1.84183 -2.97110 0.000 -0.014 0.082
C -3.34921 1.62429 -4.04717 -0.016 0.026 -0.022
C -3.76689 0.33350 -4.34478 -0.023 0.011 -0.019
C -3.32975 -0.72099 -3.56893 0.069 -0.018 0.020
C -2.46641 -0.52599 -2.48711 0.062 0.103 -0.007
P -1.89757 -2.00801 -1.54223 0.055 -0.007 -0.006
C -1.51592 -3.12839 -2.94892 -0.024 0.023 -0.037
C -0.29547 -2.86196 -3.57302 0.006 -0.034 -0.027
C 0.12790 -3.62770 -4.64819 -0.015 0.015 0.042
C -0.64602 -4.68891 -5.09670 -0.002 -0.016 -0.021
C -1.85717 -4.96710 -4.47741 0.006 -0.015 -0.010
C -2.29444 -4.18519 -3.41582 -0.010 0.012 0.036
C -3.49993 -2.65728 -0.92525 -0.012 0.009 0.038
C -4.62732 -1.85385 -0.75807 -0.001 -0.003 -0.015
C -5.76423 -2.34070 -0.12553 -0.005 0.018 0.008
C -5.79934 -3.64069 0.35411 -0.002 -0.013 0.004
C -4.67898 -4.44918 0.20752 -0.001 -0.004 0.001
C -3.54165 -3.95955 -0.41446 -0.017 0.032 0.011
H -2.16830 2.83487 -2.72354 -0.001 0.000 0.002
H -3.66306 2.45788 -4.66380 -0.003 -0.003 -0.002
H -4.41967 0.14851 -5.18995 0.006 -0.001 -0.006
H -3.64387 -1.72992 -3.81163 -0.002 0.014 -0.008
H 0.31750 -2.03331 -3.23709 0.009 0.008 0.006
H 1.06665 -3.38335 -5.12905 0.004 -0.008 -0.005
H -0.31089 -5.29518 -5.93077 -0.002 0.003 0.000
H -2.47206 -5.78862 -4.82841 0.002 -0.001 0.004
H -3.24946 -4.40218 -2.95249 -0.004 -0.001 -0.008
H -4.61245 -0.83251 -1.11777 -0.009 -0.004 -0.005
H -6.62483 -1.69317 -0.00318 0.000 -0.001 -0.002
H -6.68595 -4.01873 0.84890 0.003 0.002 0.005
H -4.68479 -5.46181 0.59357 0.000 -0.001 -0.002
H -2.66424 -4.58962 -0.49747 0.004 -0.016 -0.012
C 1.81326 -1.38979 4.96572 0.045 0.012 -0.086
Si 1.27542 -2.22060 3.35441 0.003 -0.132 0.003
C 0.41153 -3.85812 3.77223 -0.032 0.074 0.053
C 2.83705 -2.71369 2.43726 -0.057 -0.024 0.021
N 0.13222 -1.19876 2.44326 -0.018 -0.091 0.143
C -1.13999 -1.05785 3.01834 -0.060 -0.036 -0.029
C -1.40734 -1.31741 4.37327 0.032 0.055 0.020
C -2.67880 -1.24159 4.91835 -0.006 -0.003 -0.006
C -3.76865 -0.89300 4.13674 0.024 -0.008 0.011
C -3.54963 -0.61716 2.79802 0.005 0.018 -0.044
C -2.27590 -0.70265 2.28547 -0.016 -0.048 -0.045
F -2.12261 -0.42311 0.97462 0.009 -0.030 0.030
H 2.88984 -1.51624 5.09708 -0.002 -0.004 0.007
H 1.31858 -1.83025 5.83476 -0.014 0.000 0.008
H 1.60365 -0.31958 4.94935 0.001 0.006 -0.014
H 0.45997 -4.07180 4.84353 -0.002 -0.002 0.001
H 0.89639 -4.67642 3.23762 0.006 -0.011 -0.007
H -0.64101 -3.85001 3.48417 0.001 0.010 -0.009
H 3.55012 -3.01600 3.21249 -0.008 -0.053 -0.011
H 3.29534 -1.92400 1.84834 0.018 0.035 0.042
H 2.65631 -3.57729 1.79451 -0.008 0.027 -0.047
H -0.59574 -1.57243 5.03458 0.062 0.008 0.001
H -2.80460 -1.45099 5.97384 -0.011 0.007 0.000
H -4.76314 -0.82321 4.55722 -0.002 0.002 0.002
H -4.34392 -0.31969 2.12641 -0.011 -0.016 0.003
Cl 4.44558 0.59381 3.85177 0.005 -0.018 0.031
C 4.41749 1.51867 2.38519 -0.035 0.000 -0.055
C 5.40846 2.45682 2.15700 -0.005 0.000 0.015
C 5.41235 3.19688 0.98456 0.019 0.007 0.001
C 4.41559 2.99839 0.03778 -0.009 0.013 0.002
C 3.43212 2.06651 0.28603 -0.060 -0.056 0.044
Cl 2.16148 1.77410 -0.83827 0.176 0.175 -0.191
C 3.38729 1.28809 1.46187 0.140 -0.009 -0.045
N 2.39605 0.38346 1.61871 -0.027 0.298 -0.057
H 6.17450 2.59908 2.90750 0.003 0.000 -0.002
H 6.18999 3.92876 0.81001 -0.004 0.004 -0.004
H 4.39143 3.56438 -0.88326 -0.001 0.001 -0.001
Cl -2.14534 2.67374 2.49292 -0.005 0.011 -0.004
Si -0.13671 2.14630 2.06842 0.005 -0.271 -0.136
Cl 0.69443 3.99499 1.46736 0.018 -0.001 0.014
Cl 0.61457 2.09500 4.08710 -0.012 0.006 0.025
F 0.48154 1.76910 -3.53225 0.010 0.028 0.005
B 0.95862 0.59350 -4.14967 0.079 0.113 0.055
F 1.49472 -0.25111 -3.14554 -0.028 -0.084 -0.132
F -0.09858 -0.06322 -4.80520 -0.011 -0.010 0.000
F 1.96446 0.91838 -5.07721 0.010 -0.017 -0.013
Cl 0.04300 -4.22924 0.29992 -0.016 -0.020 0.059
C 1.37610 -3.94187 -0.77091 0.035 0.101 -0.017
C 1.83256 -4.97874 -1.55948 0.010 -0.023 -0.015
C 2.92918 -4.78224 -2.38335 -0.002 -0.024 -0.016
C 3.58815 -3.56253 -2.36921 0.014 0.044 0.017
C 3.13442 -2.53573 -1.56204 -0.070 -0.060 0.023
Cl 4.05147 -1.07759 -1.46296 0.008 0.042 -0.025
C 1.96716 -2.66276 -0.78065 -0.057 -0.008 -0.094
N 1.46286 -1.63080 -0.07251 0.199 -0.333 -0.022
H 1.31190 -5.92643 -1.53295 0.003 -0.002 0.000
H 3.27660 -5.58150 -3.02495 -0.001 0.003 0.000
H 4.46826 -3.39512 -2.97507 -0.001 -0.003 -0.005
```
Positions in Å, forces in eV/Å.

Properties
- HOMO level: -2.6506 eV
- Net charge: -2
- LUMO energy: 4.09 eV